This record from the Open Molecules 2025 dataset describes an isolated molecule of C5H7NO. The level of theory is ωB97M-V/def2-TZVPD.

The relative energy (zero: lowest compared OMol25 entry of this formula, charge and spin) comes out at 369.3 kJ/mol. Its LUMO energy is 0.023 Ha. The molecular weight is 97.12 g/mol.

Geometry (Å):
O1 -0.79 2.25 1.90
C1 -1.50 1.75 0.87
C2 -1.14 0.65 0.23
C3 -0.31 0.33 -0.74
C4 0.36 -0.92 -1.15
C5 1.44 -1.38 -0.23
N1 0.24 -2.19 -0.45
H1 -0.06 1.63 2.05
H2 -2.35 2.38 0.60
H3 0.07 1.19 -1.30
H4 0.53 -1.00 -2.22
H5 1.52 -0.84 0.72
H6 2.37 -1.76 -0.63
H7 -0.39 -2.10 0.34